C3H11N3O2 in the gas phase, computed with ωB97M-V/def2-TZVPD.

Computed properties:
Total energy in eV: -11853.5694
SMILES: COC(N)(N)[C@@H](N)O
Energy above the lowest of the compared OMol25 structures with the same formula, charge and spin in eV: 2.168
Kohn-Sham gap in eV: 10.51
Highest occupied orbital energy in eV: -9.58
Total charge: 0
LUMO in eV: 0.93

Element x y z (Å)
C 2.1055 -0.6420 -1.0854
O 0.7812 -1.0082 -0.8009
C -0.2459 -0.4290 0.3400
N 0.2750 -0.4655 1.6377
N -1.3756 -1.2589 0.3297
C -0.4986 1.0305 -0.2108
N -1.8756 1.2865 -0.5887
O -0.0466 2.0344 0.6863
H 2.5308 0.1055 -0.4014
H 2.1403 -0.2142 -2.0983
H 2.7487 -1.5334 -1.1068
H 1.1482 -0.9839 1.6396
H -0.3669 -0.9757 2.2406
H -1.0844 -2.1976 0.0729
H -2.0019 -0.9207 -0.4024
H 0.1521 0.9946 -1.1215
H -2.4356 1.3109 0.2627
H -1.9075 2.2281 -0.9723
H -0.0433 1.6387 1.5790

Atoms 1-3, force components in eV/Å:
C 0.18 0.59 0.01
O -2.19 -0.67 1.94
C 0.82 0.29 -2.25

---

A molecular structure, C3H11N3O2, computed with ωB97M-V/def2-TZVPD.

Computed properties:
Total energy in eV: -11851.1133
Energy above the lowest of the compared OMol25 structures with the same formula, charge and spin in eV: 4.624
Kohn-Sham gap in eV: 9.84
Highest occupied orbital energy in eV: -8.97
Total charge: 0
LUMO in eV: 0.88

Element x y z (Å)
C 1.4766 0.0845 -0.6591
N -0.9620 -1.1095 -0.1612
C 0.6097 -0.2640 0.5294
N -0.9668 -1.4139 -1.5233
O -1.1087 -2.2535 0.6696
O 1.0057 -1.0109 1.4428
H -0.2874 -2.1863 1.2281
H -1.8567 -1.8411 -1.7709
H -0.2363 -2.1016 -1.7038
H 1.9884 -0.8206 -0.9811
H 2.2234 0.8172 -0.3518
H 0.9027 0.4766 -1.4953
C -0.1866 2.2316 0.4814
N -0.3586 0.8548 0.9412
H -0.4618 0.7868 1.9492
H -1.3313 -0.0174 0.3190
H 0.8038 2.6256 0.7226
H -0.9303 2.8675 0.9615
H -0.3237 2.2740 -0.5985

Atoms 1-3, force components in eV/Å:
C -0.25 -0.17 -0.02
N 0.29 0.57 0.81
C -0.57 0.51 0.36

---

C3H11N3OS in the gas phase, computed with ωB97M-V/def2-TZVPD.

Computed properties:
Total energy in eV: -20639.1116
SMILES: CN=[S@@](N)(=O)N(C)C
Energy above the lowest of the compared OMol25 structures with the same formula, charge and spin in eV: 3.778
Kohn-Sham gap in eV: 9.53
Highest occupied orbital energy in eV: -8.90
Total charge: 0
LUMO in eV: 0.63

Element x y z (Å)
C 2.5232 0.5889 0.4950
N 1.6207 0.4239 -0.5942
S 0.4692 -0.6848 -0.5601
N 0.2397 -1.1034 -2.1867
O 0.6919 -1.9041 0.2360
N -0.9997 -0.0847 0.0735
C -1.9553 -0.9410 0.8000
C -1.0853 1.3569 0.3599
H 3.5459 0.3146 0.3053
H 2.1832 0.1153 1.3653
H 2.4517 1.6080 0.7514
H 1.0016 -0.6430 -2.6143
H -0.6542 -0.8347 -2.5113
H -2.5564 -1.7367 0.2204
H -1.3758 -1.3222 1.6172
H -2.7565 -0.2454 1.0315
H -0.3671 1.8536 -0.4222
H -2.2228 1.5905 0.2303
H -0.7540 1.6481 1.4031

Atoms 1-3, force components in eV/Å:
C -0.54 0.15 0.17
N -3.25 -2.61 -2.43
S 2.19 0.28 2.50

---

A gas-phase ion, C3H11N3P (charge +1), computed with ωB97M-V/def2-TZVPD.

Computed properties:
Total energy in eV: -17039.8245
SMILES: CP(C)N/C=[NH+]\N
Energy above the lowest of the compared OMol25 structures with the same formula, charge and spin in eV: 0.966
Kohn-Sham gap in eV: 9.42
Highest occupied orbital energy in eV: -12.78
Total charge: +1
LUMO in eV: -3.36

Element x y z (Å)
C -1.3668 -0.7792 1.3986
P -1.5849 0.4985 -0.0194
C -1.3784 -0.4938 -1.5305
N -0.0227 1.5483 -0.0918
C 1.2208 1.5815 0.2860
N 1.8980 0.4503 0.2017
N 1.5806 -0.8584 0.0070
H -2.2847 -0.9534 1.7714
H -0.7591 -0.2616 2.1877
H -0.8457 -1.6730 1.0323
H -0.2421 -0.7575 -1.4968
H -1.4298 0.0946 -2.4669
H -2.1215 -1.3454 -1.5605
H -0.2654 2.5466 -0.3336
H 1.6804 2.5350 0.4642
H 2.9068 0.6044 0.3206
H 0.6445 -1.3014 0.1554
H 2.3701 -1.4356 -0.3255

Atoms 1-3, force components in eV/Å:
C 4.52 2.20 -2.02
P -0.39 0.65 0.62
C 2.08 -0.62 -0.32

---

A gas-phase ion, C3H11N3P (charge +1), computed with ωB97M-V/def2-TZVPD.

Computed properties:
Total energy in eV: -17040.1727
SMILES: CP(C)N/[NH+]=C\N
Energy above the lowest of the compared OMol25 structures with the same formula, charge and spin in eV: 0.617
Kohn-Sham gap in eV: 9.70
Highest occupied orbital energy in eV: -12.80
Total charge: +1
LUMO in eV: -3.10

Element x y z (Å)
C 1.7439 0.9561 1.4395
P 0.6650 -0.1629 0.4857
C 1.8151 -0.9910 -0.6942
N -0.3600 0.6015 -0.7926
N -1.7544 0.6968 -0.7285
C -2.5322 0.6210 0.3259
N -2.2050 0.8188 1.5621
H 1.2204 1.8867 1.9608
H 2.6624 1.2864 0.9345
H 2.1189 0.3632 2.4090
H 1.2755 -1.7866 -1.1823
H 2.8105 -1.4191 -0.1561
H 2.3830 -0.3358 -1.4389
H -0.1231 1.0181 -1.6769
H -2.3176 0.6788 -1.6162
H -3.5677 0.8115 0.0104
H -2.9664 1.0104 2.1492
H -1.2225 0.7094 1.7165

Atoms 1-3, force components in eV/Å:
C 0.42 1.33 2.72
P -0.56 -0.66 -0.96
C 3.51 0.35 0.78

---

A gas-phase ion, C3H11N3P (charge +1), computed with ωB97M-V/def2-TZVPD.

Computed properties:
Total energy in eV: -17040.7901
SMILES: CP(C)[NH2+]/N=C/N
Energy above the lowest of the compared OMol25 structures with the same formula, charge and spin in eV: 0.000
Kohn-Sham gap in eV: 10.27
Highest occupied orbital energy in eV: -13.62
Total charge: +1
LUMO in eV: -3.35

Element x y z (Å)
C 0.5228 -2.4111 -0.7446
P 0.4506 -1.0074 0.4371
C 2.0866 -0.2410 0.0764
N -0.5403 0.1310 -0.7435
N -1.5503 0.9438 -0.2403
C -1.3379 1.5873 0.8531
N -2.2731 2.3495 1.3915
H 1.1459 -3.1833 -0.2956
H 0.9586 -2.1364 -1.7048
H -0.4685 -2.8391 -0.8849
H 2.8520 -0.8638 0.5346
H 2.1628 0.7467 0.5251
H 2.2991 -0.1849 -0.9918
H 0.3524 0.7680 -1.3143
H -0.9753 -0.4240 -1.4906
H -0.3805 1.5371 1.3844
H -2.1303 2.8263 2.2639
H -3.1745 2.4013 0.9441

Atoms 1-3, force components in eV/Å:
C -0.07 0.19 0.18
P 0.03 0.06 -0.60
C -0.28 -0.12 0.08

---

Question: The lowest LUMO belongs to which entry?
Answer: number 4

---

Question: Which value of total charge does entry 2 give?
Answer: 0